Entry from the Open Molecules 2025 dataset: 2 unconnected molecules or ions with the total composition C6H12O (ωB97M-V with the def2-TZVPD basis set).

Element x y z (Å)
C 2.5050 -0.8520 -0.1123
C 1.0633 -0.4202 -0.0304
O 0.6814 -0.2165 1.3028
C 0.5279 0.4075 -1.1589
C 0.1186 -1.0400 -1.0142
H 3.1838 -0.0745 0.2559
H 2.7597 -1.0809 -1.1532
H 2.6510 -1.7594 0.4829
H -0.0766 0.3827 1.3201
H 1.2564 0.6571 -1.9207
H -0.2362 1.1617 -0.9685
H 0.4858 -1.7999 -1.7038
H -0.8902 -1.1737 -0.6456
C -2.0786 1.5910 0.8763
C -2.5913 0.3643 0.9089
H -1.6350 2.0502 1.7580
H -2.0631 2.1786 -0.0391
H -3.0219 -0.0945 0.0214
H -2.5895 -0.2353 1.8164

Its total charge is 0. For the strongest force on any atom, the calculation gives 0.4 eV Å⁻¹. The HOMO energy is -9.2 eV. The value obtained for the total energy is -8462.1597 eV. As for the energy above the lowest of the compared OMol25 structures with the same formula, charge and spin: 2.1942 eV.

Entry from the Open Molecules 2025 dataset: a molecular structure, C6H12O (ωB97M-V with the def2-TZVPD basis set).

Element x y z (Å)
C 2.4112 -0.0585 -0.0527
C 0.9517 -0.2783 0.3085
O 0.9026 -0.6725 1.6748
C 0.1147 0.9602 0.0739
C -0.6409 1.1148 -1.2195
C -1.3857 1.0354 0.0728
C -2.0602 -1.0327 0.1472
H 2.5149 0.1669 -1.1190
H 2.9929 -0.9561 0.1757
H 2.8239 0.7733 0.5274
H 0.5552 -1.0919 -0.3188
H 0.0932 -0.3074 2.0545
H 0.5591 1.8526 0.5233
H -0.5895 0.2597 -1.8917
H -0.6829 2.0711 -1.7391
H -2.2178 0.2216 0.4199
H -1.9239 -1.2825 -0.8991
H -3.0815 -1.2594 0.4638
H -1.3372 -1.5162 0.7982

Its total charge is 0. For the strongest force on any atom, the calculation gives 0.3 eV Å⁻¹. The HOMO energy is -8.3 eV. The value obtained for the total energy is -8458.9641 eV. As for the energy above the lowest of the compared OMol25 structures with the same formula, charge and spin: 5.3898 eV.